C5H10O2 | ωB97M-V/def2-TZVPD

For the HOMO energy, the calculation gives -9.080 eV. The calculation puts the relative energy (zero: lowest compared OMol25 entry of this formula, charge and spin) at 126.91 kcal/mol. As for the HOMO-LUMO gap: 9.47 eV.

Last column: natural (NBO) charge in e.
Geometry (Å):
O 2.554280 0.314217 0.169102  -0.61
C 1.825175 -0.609639 -0.274185  0.14
C -0.040514 -0.623012 0.584604  -0.35
C -0.425343 0.694378 0.779220  -0.13
C -1.510164 1.018899 -0.220054  -0.11
O -1.465026 -0.033905 -1.161462  -0.52
C -0.914970 -1.178054 -0.526749  -0.08
H 1.614378 1.439947 0.282447  0.21
H 1.440572 -0.542071 -1.307225  0.13
H 1.976247 -1.629209 0.103868  0.16
H 0.235643 -1.235757 1.435963  0.24
H -0.386428 1.194835 1.740559  0.24
H 0.817498 1.690125 0.365975  -0.05
H -1.404357 1.967780 -0.753299  0.20
H -2.471817 1.035531 0.324743  0.18
H -0.374457 -1.745264 -1.295013  0.19
H -1.702719 -1.830438 -0.115930  0.17

Cartesian forces, eV/Å:
-0.2142 -0.0029 -0.1979
0.1548 -0.0283 -0.0697
-0.2024 0.0784 0.1086
0.0132 -0.1627 0.0437
0.0360 0.2220 0.1091
0.0021 0.0236 -0.0765
0.1207 -0.2429 0.0675
0.0387 -0.1307 0.0551
0.0186 -0.0068 0.1303
-0.0342 0.1627 -0.0002
0.0039 0.0682 -0.1411
-0.0138 -0.0829 -0.1489
-0.0416 0.0771 0.0489
0.0308 -0.1199 0.0945
0.1006 -0.0251 -0.1190
-0.0564 0.0381 0.1497
0.0432 0.1322 -0.0540

***

C4H9NO | ωB97M-V/def2-TZVPD

Its SMILES is C=N/C=C/C.O. For the HOMO energy, the calculation gives -8.363 eV. The calculation puts the relative energy (zero: lowest compared OMol25 entry of this formula, charge and spin) at 107.78 kcal/mol. As for the HOMO-LUMO gap: 8.53 eV.

Last column: natural (NBO) charge in e.
Geometry (Å):
C -1.271017 -1.208862 -1.272573  -0.02
N -1.242873 -1.482243 0.029377  -0.44
C -0.007674 -1.238629 0.705605  -0.02
C 0.557856 -0.052536 0.572820  -0.25
C 2.075010 0.139131 0.340176  -0.65
H -2.085147 -0.583432 -1.588255  0.20
H -0.373738 -1.405479 -1.920888  0.16
H 0.532082 -2.122196 1.026617  0.19
H -0.135018 0.734994 0.746467  0.18
H 2.574017 0.086947 1.355904  0.22
H 2.036671 1.174630 -0.080841  0.23
H 2.599955 -0.508917 -0.414003  0.23
O -1.869210 2.358006 -0.147063  -0.94
H -2.090923 2.545923 0.741138  0.47
H -1.299991 1.562664 -0.094480  0.46

Cartesian forces, eV/Å:
1.7081 -0.4317 3.7306
-0.5683 2.3142 -1.3611
-0.5611 -3.2630 -2.3958
1.7693 -0.5535 -0.0266
-0.7513 1.1452 1.3929
-0.9985 -0.9514 -0.8571
-0.6617 0.6694 0.5711
0.2562 -0.1833 -0.0933
0.0657 1.1047 -0.8847
0.0375 0.3681 -1.3598
0.9400 -0.6369 0.5382
-1.0213 0.3070 0.9174
0.8293 -0.9228 -1.4504
-0.4429 0.3451 1.4831
-0.6009 0.6889 -0.2044

***

C28H39N2O7PbSSi | ωB97M-V/def2-TZVPD

As for the charge: +1. For the HOMO energy (alpha / beta), the calculation gives -11.115 / -11.109 eV. The calculation puts the relative energy (zero: lowest compared OMol25 entry of this formula, charge and spin) at 0.00 kcal/mol. As for the HOMO-LUMO gap (alpha / beta): 5.54 / 5.66 eV.

Last column: Mulliken charge in e.
Geometry (Å):
Pb -1.206158 0.692707 -0.555284  0.99
C 3.545536 -0.931738 0.187049  -1.53
C 2.042150 -1.075116 0.003861  1.60
C 1.454452 -1.982764 1.069988  -1.33
C 1.709848 -1.570764 -1.394795  -1.23
O 1.383969 0.230043 0.198845  0.86
Si 1.995124 1.713456 -0.220270  -0.50
S 0.343587 3.003118 0.254884  -0.36
O 3.302076 2.207482 0.575734  0.28
C 3.638831 2.721287 1.885021  1.63
C 5.115315 2.416468 2.075038  -1.69
C 2.799166 2.027877 2.948058  -1.40
C 3.387029 4.220647 1.879176  -1.50
O 2.294336 1.617431 -1.802629  -0.05
C 3.050902 2.472332 -2.704361  1.61
C 4.521049 2.106541 -2.568499  -1.39
C 2.810289 3.934149 -2.358393  -1.40
C 2.532430 2.151504 -4.095320  -1.76
H 4.013995 -1.910946 0.084475  0.59
H 3.782956 -0.540190 1.176949  0.25
H 3.979224 -0.270875 -0.565250  0.18
H 1.864760 -2.988362 0.970708  0.52
H 0.370479 -2.042599 0.964484  -0.16
H 1.694050 -1.609272 2.067164  0.32
H 2.181135 -2.539898 -1.564463  0.52
H 2.071711 -0.870169 -2.146787  0.02
H 0.633186 -1.706392 -1.511224  -0.02
H 5.289703 1.340162 2.048630  0.36
H 5.460751 2.801562 3.034823  0.44
H 5.701582 2.882165 1.282698  0.35
H 2.912850 0.943713 2.879510  0.17
H 1.745355 2.289795 2.832335  0.30
H 3.117003 2.344470 3.941982  0.62
H 3.973103 4.700801 1.094965  0.33
H 3.670540 4.657011 2.837585  0.47
H 2.329171 4.436355 1.707534  0.26
H 4.871219 2.294740 -1.552967  0.10
H 5.121138 2.700187 -3.259144  0.53
H 4.671558 1.051859 -2.804550  0.30
H 3.167606 4.162756 -1.351569  0.09
H 1.748917 4.177060 -2.418805  0.31
H 3.350282 4.572701 -3.058216  0.54
H 2.670261 1.092534 -4.316407  0.34
H 3.071155 2.733875 -4.843370  0.44
H 1.470556 2.389390 -4.170090  0.37
O -3.573772 0.928499 -0.077250  -0.86
C -4.304009 0.015897 0.371901  0.47
C -5.551848 -0.298361 -0.281944  -0.48
C -6.312313 -1.346042 0.138010  -0.35
C -5.886465 -2.125671 1.229233  -0.65
C -4.706120 -1.827986 1.918921  -0.50
C -3.912181 -0.774953 1.535214  0.50
C -2.696507 -0.430392 2.265385  0.20
N -1.616423 0.172668 1.790837  0.36
C -0.727993 0.289047 2.826460  -0.21
C -1.279452 -0.243007 3.951507  -1.06
N -2.517758 -0.694922 3.579555  -0.03
H -5.816940 0.313386 -1.133685  0.48
H -7.229232 -1.599741 -0.375781  0.50
H -6.476065 -2.977427 1.539821  0.45
H -4.402839 -2.474536 2.732894  0.36
H 0.242632 0.730052 2.684395  0.30
H -0.913718 -0.330698 4.958784  0.46
H -3.206893 -1.095239 4.194283  0.23
O -2.684087 -3.813745 0.420711  -0.73
C -3.514153 -3.723505 -0.636822  0.57
C -4.519440 -4.684921 -0.744406  -0.73
C -5.403048 -4.648794 -1.804795  -0.37
C -5.312768 -3.656523 -2.781717  -0.75
C -4.326396 -2.700810 -2.674844  -0.59
C -3.420634 -2.713816 -1.607920  0.08
C -2.454755 -1.603845 -1.485201  1.17
O -2.435637 -0.651442 -2.286944  -0.87
O -1.666343 -1.589149 -0.450886  -0.45
H -2.054586 -3.067379 0.357140  0.23
H -4.571486 -5.460904 0.008212  0.50
H -6.171517 -5.408044 -1.878692  0.44
H -6.003334 -3.643434 -3.613280  0.45
H -4.228129 -1.911373 -3.408164  0.50

Cartesian forces, eV/Å:
-0.0081 -0.0431 0.0651
-0.0088 0.0137 0.0049
0.0002 0.0152 0.0067
-0.0072 -0.0041 0.0006
0.0076 -0.0100 -0.0045
-0.0050 -0.0044 0.0001
0.0189 -0.0237 0.0259
0.0020 0.0179 0.0096
0.0247 0.0266 -0.0199
-0.0267 -0.0147 -0.0039
0.0174 -0.0048 0.0010
-0.0078 -0.0112 -0.0079
-0.0007 0.0078 -0.0056
0.0013 -0.0015 -0.0049
0.0038 0.0086 0.0168
0.0002 -0.0061 0.0060
0.0013 0.0114 0.0073
-0.0078 -0.0027 -0.0035
-0.0060 -0.0011 -0.0004
0.0017 -0.0061 -0.0119
0.0039 0.0005 -0.0017
-0.0015 0.0056 0.0001
0.0095 -0.0017 0.0035
-0.0008 -0.0010 -0.0085
0.0027 0.0067 0.0026
-0.0103 -0.0084 0.0091
-0.0129 0.0110 -0.0036
0.0012 0.0038 0.0015
0.0012 -0.0017 -0.0034
-0.0038 -0.0031 0.0028
-0.0038 0.0097 0.0076
0.0006 0.0071 -0.0026
0.0036 0.0006 -0.0089
-0.0053 -0.0031 0.0046
-0.0026 -0.0014 -0.0018
0.0077 -0.0013 0.0020
-0.0007 0.0023 -0.0036
-0.0015 -0.0021 0.0025
-0.0008 0.0013 -0.0001
-0.0003 -0.0056 -0.0130
0.0028 -0.0006 -0.0042
-0.0037 -0.0015 0.0032
-0.0016 0.0030 0.0007
-0.0017 -0.0024 0.0049
0.0060 -0.0021 -0.0008
-0.0729 0.1579 -0.0756
0.0561 -0.1146 0.0610
0.0258 0.0331 0.0125
-0.0158 -0.0302 0.0214
-0.0079 -0.0014 -0.0016
-0.0432 -0.0352 0.0081
0.0525 0.0436 -0.0256
-0.0343 0.0562 -0.0836
0.0623 0.0067 0.0520
-0.0131 -0.0429 -0.0123
-0.0015 -0.0053 0.0130
0.0022 -0.0104 0.0335
-0.0020 -0.0083 -0.0006
0.0027 -0.0032 0.0026
-0.0036 0.0077 -0.0011
-0.0029 0.0054 -0.0068
-0.0094 0.0077 -0.0008
0.0002 0.0011 -0.0089
0.0022 0.0005 -0.0032
-0.0376 -0.0087 0.0053
0.0292 -0.0403 0.0270
-0.0068 -0.0112 -0.0150
-0.0044 0.0022 0.0185
0.0079 0.0090 -0.0023
0.0027 0.0086 -0.0050
0.0106 0.0378 0.0135
0.0478 -0.0842 -0.0587
-0.0083 -0.0401 0.0635
-0.0461 0.0476 -0.0933
0.0125 0.0130 -0.0021
0.0025 0.0078 -0.0036
0.0068 0.0012 -0.0014
0.0057 0.0069 -0.0003
-0.0089 -0.0009 -0.0047